# 1
Formula: C39H62I2N6OPZn
Source: the Open Molecules 2025 dataset
Level of theory: wB97M-V/def2-TZVPD

Computed properties:
- Orbital gap: 4.4 eV
- 2S+1: 1
- E_LUMO: 0.073 Eh
- ΔE to the lowest compared entry with this formula, charge and spin: 0.0 kcal/mol
- Electronic energy: -126347.1053 eV
- Charge: -1

CARTESIAN COORDINATES (ANGSTROEM)
I (-0.65828, 7.14172, 2.61422)
I (-1.78746, -3.69078, -1.50133)
Zn (-1.27205, -0.47004, -0.49099)
P (1.90277, -1.56805, 1.68202)
O (0.10440, 2.80091, -2.44698)
N (1.29776, 0.88726, -2.09621)
N (-2.50360, 0.20983, 0.59836)
N (2.63757, -0.93070, -1.77246)
N (1.33437, 2.04080, -4.17400)
N (-0.04914, 3.77565, 0.19735)
N (0.39824, 3.23377, 1.33162)
C (4.64873, 1.97032, 2.99300)
C (3.04816, 0.96230, 1.30373)
C (3.57884, 2.25239, 1.92110)
C (0.87778, 1.93977, -2.84476)
C (2.18292, 1.12063, -4.68476)
C (-3.88671, -0.40844, -2.62613)
C (-0.45204, 5.04790, 0.34955)
C (-6.56901, 1.28155, 0.90863)
C (-2.41343, 2.28861, 2.92753)
C (4.49409, 0.57221, 3.60365)
C (-2.90330, -0.04616, 3.67722)
C (-0.26332, -3.26363, 2.08860)
C (3.36781, -2.61896, 2.13896)
C (3.02370, 0.18313, 3.73725)
C (0.14017, -3.76433, 4.74399)
C (-3.51034, 1.24326, 3.13112)
C (-4.17710, 0.95226, -1.98750)
C (5.48889, -4.40621, 2.43131)
C (-0.26133, 5.35229, 1.67777)
C (-1.33476, -3.65687, 4.37854)
C (-4.35054, 1.05545, 1.87934)
C (0.80081, 3.12384, -4.98793)
C (-3.75072, 0.69309, 0.60346)
C (-1.51976, -3.70597, 2.85269)
C (0.53054, -2.14925, 2.79589)
C (-3.04754, 1.94610, -2.25136)
C (-4.62573, 0.91188, -0.53200)
C (2.31645, 0.11384, 2.36199)
C (4.59163, -2.32484, 1.26578)
C (0.27061, 4.18290, 2.24539)
C (3.02607, -4.11864, 1.99481)
C (5.83255, -3.03296, 1.82975)
C (-5.70722, 1.28477, 2.00179)
C (-0.43886, -2.00733, -1.44051)
C (4.26651, -4.98858, 1.73276)
C (0.90064, -2.52997, 4.25006)
C (2.64348, 0.09843, -3.94047)
C (2.16256, 0.02543, -2.58945)
C (-5.98381, 1.14248, -0.33946)
H (-2.11360, 1.63458, -1.78782)
H (2.52736, -4.46145, 2.90448)
H (-2.93028, -0.82034, -2.31031)
H (1.97254, -2.70743, 4.36289)
H (2.31374, -4.25789, 1.17766)
H (-2.36079, -3.08090, 2.55520)
H (-2.24060, -0.46283, 2.92026)
H (-2.86785, 2.05860, -3.32647)
H (-1.90976, -4.45406, 4.85505)
H (-2.33955, 0.15558, 4.59573)
H (4.46593, -5.04704, 0.65829)
H (0.56039, -4.67021, 4.29177)
H (-1.76514, -4.72470, 2.54169)
H (-3.29502, 2.92687, -1.83925)
H (-4.65205, -1.13771, -2.35772)
H (-3.85655, -0.32241, -3.71858)
H (4.07415, -6.01046, 2.06585)
H (-1.72394, -2.71358, 4.76998)
H (0.65927, -1.68882, 4.90609)
H (2.20909, -1.04129, -0.85419)
H (-1.87706, 2.47723, 3.86534)
H (-0.22852, -1.81217, -2.49212)
H (1.32479, 0.57043, 2.46444)
H (-0.56144, -2.90941, 1.10276)
H (-6.61036, 1.23874, -1.22428)
H (-4.19700, 1.62839, 3.89520)
H (-5.04387, 1.34610, -2.53044)
H (-0.85389, 5.62406, -0.46585)
H (6.57662, -3.14784, 1.03666)
H (-0.05143, 3.24837, -0.67673)
H (3.88594, 0.41465, 0.86074)
H (4.57014, 2.71839, 3.78671)
H (6.34466, -5.07986, 2.35195)
H (5.00439, -0.16708, 2.97920)
H (1.41237, 3.22168, -5.88272)
H (5.27002, -4.30551, 3.49866)
H (-0.23345, 2.92086, -5.26505)
H (-2.83518, 3.23531, 2.57954)
H (3.34194, -0.62085, -4.33876)
H (-6.10428, 1.49932, 2.99185)
H (3.06077, -1.74858, -2.17434)
H (-3.67940, -0.78237, 3.90542)
H (2.51887, 0.92630, 4.36367)
H (6.28840, -2.39947, 2.59583)
H (3.64397, -2.41759, 3.17987)
H (2.94061, -0.76170, 4.27472)
H (4.79337, -1.25829, 1.18865)
H (-0.12675, -1.27149, 2.81451)
H (0.82210, 4.04795, -4.41770)
H (-1.70933, 1.93106, 2.17807)
H (5.65191, 2.07332, 2.56983)
H (-7.63228, 1.45393, 1.02027)
H (2.74094, 2.79093, 2.36251)
H (2.35527, 1.18212, 0.48958)
H (4.98357, 0.53434, 4.58035)
H (0.37934, -4.12886, 1.92105)
H (0.27482, -3.86319, 5.82448)
H (4.38209, -2.66853, 0.24710)
H (3.98379, 2.90270, 1.14235)
H (0.45299, -2.42484, -0.98290)
H (2.47904, 1.26864, -5.71516)
H (0.54142, 3.99771, 3.27258)


# 2
Formula: C39H65N2O2RuSeSi2Te4
Source: the Open Molecules 2025 dataset
Level of theory: wB97M-V/def2-TZVPD

Computed properties:
- Orbital gap (spin up / spin down): 5.2 / 4.1 eV
- 2S+1: 6
- E_LUMO (spin up / spin down): 0.134 / 0.096 Eh
- Expectation value of S²: 8.797
- ΔE to the lowest compared entry with this formula, charge and spin: 0.0 kcal/mol
- Electronic energy: -161430.4577 eV
- Charge: -2

CARTESIAN COORDINATES (ANGSTROEM)
Te (-14.42353, 5.27070, 3.81395)
Te (-14.66792, 7.73040, 5.50293)
Te (-17.84178, 8.24464, 3.94489)
Te (-16.98015, 5.69318, 3.14599)
Ru (-16.37444, 9.59325, 5.95717)
Se (-18.38049, 10.67576, 7.25137)
Si (-13.92255, 11.03527, 5.55925)
Si (-14.48289, 9.98169, 8.71457)
O (-17.37860, 11.56549, 4.66322)
O (-20.28381, 10.36552, 4.54819)
N (-18.99987, 5.88955, 7.03140)
N (-18.56373, 4.68382, 8.81612)
C (-20.33280, 16.23608, 8.01128)
C (-18.37699, 4.81720, 7.44422)
C (-18.34455, 12.49665, 6.59874)
C (-18.71606, 15.04053, 2.34616)
C (-15.66409, 8.52872, 9.12183)
C (-12.10172, 10.81487, 6.07579)
C (-17.95071, 12.56247, 5.22417)
C (-21.76316, 7.43561, 4.41798)
C (-14.39306, 11.35162, 10.09356)
C (-19.65101, 6.43924, 8.08129)
C (-12.67961, 9.29951, 8.86216)
C (-17.84860, 16.53711, 8.33827)
C (-23.07493, 10.50293, 10.33694)
C (-20.84382, 10.09576, 5.63285)
C (-22.19749, 9.51730, 5.70212)
C (-22.54529, 10.59645, 7.84910)
C (-18.61863, 13.66257, 7.28001)
C (-18.17098, 13.74718, 2.96784)
C (-19.39687, 5.71785, 9.21827)
C (-13.97098, 10.27552, 3.80112)
C (-20.28058, 10.43199, 6.91258)
C (-23.49042, 11.08802, 8.96464)
C (-24.21238, 8.15067, 4.86408)
C (-17.45788, 3.93383, 6.66092)
C (-18.97955, 17.41392, 6.25586)
C (-14.00663, 12.92820, 5.33604)
C (-21.13662, 10.65510, 7.95355)
C (-18.69508, 14.88238, 6.62944)
C (-19.03451, 12.56718, 2.48046)
C (-22.71120, 9.36705, 3.22775)
C (-23.34783, 12.64049, 8.93824)
C (-23.02937, 9.98980, 6.68355)
C (-18.22599, 13.79222, 4.48569)
C (-15.12232, 10.66302, 7.06515)
C (-16.74820, 13.45013, 2.49153)
C (-22.74793, 8.61133, 4.57740)
C (-18.46069, 14.94001, 5.22554)
C (-24.95395, 10.72299, 8.61410)
C (-18.96665, 16.26678, 7.31584)
H (-15.28662, 11.70265, 7.41698)
H (-25.57475, 10.99923, 9.48354)
H (-11.40143, 11.39760, 5.45460)
H (-22.10297, 10.88932, 10.69530)
H (-18.75425, 11.62487, 2.96768)
H (-18.14656, 3.97159, 9.40053)
H (-18.01004, 17.47791, 5.74205)
H (-21.10925, 15.99803, 7.28051)
H (-18.79304, 13.65521, 8.36123)
H (-20.77205, 7.83420, 4.12210)
H (-16.72023, 13.42145, 1.38407)
H (-22.92474, 8.62020, 2.43030)
H (-16.86288, 16.50722, 7.86787)
H (-24.51911, 7.43645, 4.07740)
H (-13.68240, 12.12953, 9.87977)
H (-19.20641, 18.42497, 6.69230)
H (-15.35407, 11.81001, 10.29641)
H (-25.29190, 11.29160, 7.75829)
H (-12.36128, 8.73843, 7.98426)
H (-19.75672, 17.26585, 5.50976)
H (-23.06722, 9.39166, 10.26848)
H (-19.87258, 5.80770, 10.20365)
H (-14.08883, 10.85516, 11.03972)
H (-21.70156, 9.78672, 3.11235)
H (-18.96611, 12.45184, 1.39251)
H (-14.96260, 10.11559, 3.40068)
H (-17.82073, 15.76980, 9.11754)
H (-19.71028, 15.33874, 2.66267)
H (-13.47269, 11.05391, 3.19458)
H (-17.89936, 2.92871, 6.65359)
H (-12.75188, 8.64567, 9.72323)
H (-23.84292, 10.73776, 11.11312)
H (-15.50443, 8.24574, 10.16335)
H (-18.00869, 15.87767, 2.47329)
H (-23.47774, 10.13010, 3.18927)
H (-20.25612, 7.33259, 7.93460)
H (-22.35641, 12.96982, 9.16711)
H (-13.34234, 13.28863, 4.57719)
H (-24.36763, 7.68993, 5.84976)
H (-20.27877, 15.50883, 8.82471)
H (-11.87933, 11.14976, 7.12068)
H (-20.10667, 12.72414, 2.70042)
H (-18.77719, 14.81790, 1.24473)
H (-13.34971, 9.37875, 3.75812)
H (-15.45968, 7.71076, 8.42712)
H (-11.81268, 9.74160, 6.06259)
H (-24.08879, 9.82965, 6.54687)
H (-16.43452, 12.45813, 2.88352)
H (-18.40502, 15.90588, 4.72421)
H (-17.98368, 17.53537, 8.78170)
H (-15.03544, 13.20338, 5.07803)
H (-20.71666, 10.85047, 8.95927)
H (-16.00373, 14.22288, 2.85006)
H (-13.71002, 13.52224, 6.21125)
H (-12.01496, 10.15056, 9.05974)
H (-22.12384, 6.75677, 3.63712)
H (-25.07825, 9.65462, 8.38204)
H (-23.66261, 13.10162, 8.00076)
H (-17.37454, 4.34688, 5.64176)
H (-16.70846, 8.84190, 8.99700)
H (-24.89184, 9.03840, 4.81325)
H (-20.58535, 17.20805, 8.44393)
H (-16.44390, 3.88936, 7.14925)
H (-21.61449, 6.85915, 5.32996)
H (-23.95359, 13.05519, 9.73817)